## 1
Computed, not measured: a molecular structure, C21H27AsN5O9STeTi, with ωB97M-V/def2-TZVPD.

Element x y z (Å)
Ti -1.815 0.705 0.184
O -5.002 -0.939 -2.262
As -3.918 0.322 -1.674
O -4.722 1.228 -0.593
O -2.561 -0.505 -1.095
C -3.408 1.086 -3.375
C -4.183 0.853 -4.501
C -3.761 1.331 -5.734
C -2.584 2.058 -5.846
C -1.818 2.323 -4.720
C -2.228 1.825 -3.494
S -1.193 2.079 -2.073
O -0.511 0.805 -1.819
O -0.295 3.159 -2.408
O -2.123 2.323 -0.937
H -5.310 -1.415 -1.476
H -5.099 0.289 -4.402
H -4.354 1.131 -6.618
H -2.257 2.418 -6.813
H -0.914 2.915 -4.773
N 0.162 -0.369 2.871
C 0.937 0.592 2.110
C 1.736 1.562 3.007
C 2.691 2.543 2.299
C 3.858 1.902 1.513
N 3.620 1.408 0.158
C 3.110 2.119 -0.837
N 3.086 3.460 -0.785
N 2.836 1.521 -2.006
C 0.035 1.454 1.190
O 0.543 2.076 0.250
O -1.172 1.712 1.613
H -0.743 0.010 3.118
H 0.640 -0.649 3.717
H 1.639 0.036 1.484
H 2.320 0.973 3.721
H 0.999 2.142 3.568
H 3.152 3.181 3.055
H 2.085 3.173 1.647
H 4.228 1.042 2.070
H 4.677 2.623 1.449
H 3.501 0.415 0.057
H 3.135 3.902 0.116
H 2.480 3.912 -1.452
H 2.590 0.545 -1.958
H 2.163 2.021 -2.571
O -4.661 -1.627 0.843
C -3.735 -0.982 1.185
N -2.758 -0.368 1.543
C 1.667 -2.745 0.129
Te -0.204 -1.730 -0.382
C -1.014 -3.109 1.058
C 0.123 -3.717 1.827
C -0.114 -4.466 2.977
C 0.940 -5.008 3.697
C 2.248 -4.792 3.280
C 2.489 -4.045 2.137
C 1.432 -3.515 1.400
H 2.515 -2.061 0.232
H 1.894 -3.425 -0.693
H -1.606 -3.862 0.539
H -1.661 -2.537 1.716
H -1.133 -4.622 3.313
H 0.744 -5.600 4.582
H 3.076 -5.213 3.837
H 3.508 -3.875 1.804

- Kohn-Sham gap (spin up / spin down) (eV) = 6.99 / 7.73
- lowest unoccupied orbital energy (spin up / spin down) (eV) = -0.26 / -0.26
- expectation value of S² = 0.754
- HOMO energy (spin up / spin down) (eV) = -7.248 / -7.988
- molecular weight (g/mol) = 775.93
- spin multiplicity = 2

## 2
Computed, not measured: a molecular structure, C21H27AsN5O9STeTi, with ωB97M-V/def2-TZVPD.

Element x y z (Å)
Ti 0.387 1.312 -0.307
O -2.052 4.583 1.820
As -1.392 2.961 1.759
O -0.617 2.582 3.141
O -0.444 3.002 0.348
C -2.934 1.905 1.208
C -4.028 2.623 0.744
C -5.107 1.978 0.149
C -5.104 0.605 0.004
C -4.022 -0.133 0.467
C -2.954 0.514 1.065
S -1.631 -0.505 1.639
O -1.694 -0.617 3.076
O -1.678 -1.766 0.925
O -0.403 0.265 1.247
H -1.808 5.038 1.003
H -4.035 3.699 0.843
H -5.942 2.563 -0.213
H -5.935 0.101 -0.471
H -3.998 -1.209 0.359
N 1.945 2.359 1.374
C 2.610 1.082 1.522
C 3.946 1.053 2.286
C 3.741 0.625 3.741
C 3.728 -0.902 3.918
N 2.993 -1.647 2.896
C 1.675 -1.856 2.898
N 1.149 -2.559 1.894
N 0.897 -1.416 3.888
C 2.708 0.436 0.122
O 3.154 -0.703 0.014
O 2.270 1.171 -0.853
H 2.551 3.089 1.025
H 1.415 2.655 2.189
H 1.897 0.478 2.082
H 4.383 2.052 2.248
H 4.656 0.385 1.792
H 2.820 1.080 4.122
H 4.541 1.011 4.376
H 3.348 -1.200 4.897
H 4.751 -1.276 3.879
H 3.435 -1.747 1.987
H 1.710 -2.698 1.066
H 0.146 -2.561 1.739
H 1.267 -0.725 4.517
H -0.108 -1.356 3.736
O -2.398 2.945 -2.869
C -1.574 2.245 -2.404
N -0.751 1.494 -1.957
C 1.145 -0.923 -3.382
Te 0.401 -1.481 -1.472
C -1.435 -1.652 -2.525
C -1.029 -2.005 -3.934
C -1.880 -2.672 -4.806
C -1.466 -2.977 -6.095
C -0.195 -2.618 -6.518
C 0.661 -1.953 -5.650
C 0.252 -1.643 -4.360
H 2.197 -1.178 -3.478
H 1.027 0.159 -3.447
H -1.908 -0.672 -2.475
H -2.077 -2.397 -2.061
H -2.870 -2.959 -4.472
H -2.134 -3.503 -6.766
H 0.135 -2.862 -7.519
H 1.657 -1.678 -5.975

- Kohn-Sham gap (spin up / spin down) (eV) = 8.05 / 8.53
- lowest unoccupied orbital energy (spin up / spin down) (eV) = 0.26 / 0.26
- expectation value of S² = 0.753
- HOMO energy (spin up / spin down) (eV) = -7.787 / -8.267
- molecular weight (g/mol) = 775.93
- spin multiplicity = 2

Relative energy table, unit hartree: 1 0.1060; 2 0.0000

## 1
Computed, not measured: 11 unconnected molecules or ions with the total composition C11H44O11, with ωB97M-V/def2-TZVPD.

Element x y z (Å)
C -2.721 3.239 -1.724
O -1.407 3.055 -1.210
H -3.133 2.338 -2.178
H -3.410 3.526 -0.930
H -2.813 4.030 -2.468
H -1.164 3.847 -0.725
C 1.693 -0.985 -3.271
O 0.372 -0.959 -3.836
H 2.240 -0.053 -3.412
H 1.525 -1.062 -2.196
H 2.218 -1.910 -3.511
H -0.051 -0.162 -3.509
C -2.954 2.553 1.848
O -4.355 2.392 2.025
H -2.714 3.396 1.200
H -2.438 2.957 2.719
H -2.405 1.697 1.455
H -4.706 1.943 1.253
C -0.088 1.009 4.776
O 0.331 1.449 3.505
H 0.684 0.926 5.541
H -0.870 1.678 5.135
H -0.551 0.024 4.715
H 0.237 0.774 2.829
C -2.306 -2.176 -2.797
O -1.627 -2.806 -3.837
H -3.293 -2.616 -2.648
H -1.751 -2.316 -1.870
H -2.453 -1.128 -3.061
H -0.805 -2.311 -3.867
C 2.057 2.406 -1.076
O 3.333 3.065 -1.359
H 1.258 2.948 -1.583
H 2.012 1.355 -1.363
H 1.925 2.402 0.006
H 3.469 3.108 -2.308
C 1.830 -2.890 3.198
O 2.798 -2.202 4.004
H 1.952 -2.528 2.177
H 1.965 -3.972 3.225
H 0.810 -2.613 3.465
H 2.505 -2.324 4.910
C 0.001 2.452 -4.121
O -0.465 1.441 -3.213
H 0.128 1.988 -5.099
H -0.737 3.228 -4.325
H 0.922 2.959 -3.832
H -0.834 1.890 -2.449
C -1.504 -4.673 1.436
O -0.751 -3.508 1.324
H -2.432 -4.508 1.983
H -1.851 -4.973 0.447
H -0.929 -5.525 1.799
H -0.048 -3.705 0.701
C -0.225 -0.371 0.404
O -0.310 -0.727 1.809
H -0.704 0.593 0.236
H 0.828 -0.197 0.184
H -0.622 -1.130 -0.270
H -0.497 -1.668 1.793
C 3.893 -0.782 0.969
O 3.773 -0.227 2.237
H 2.981 -1.273 0.629
H 4.272 -0.036 0.270
H 4.678 -1.530 1.078
H 3.231 -0.822 2.761

- Kohn-Sham gap (eV) = 9.79
- lowest unoccupied orbital energy (eV) = 0.27
- HOMO energy (eV) = -9.514
- structure (SMILES) = CO.CO.CO.CO.CO.CO.CO.CO.CO.CO.CO
- molecular weight (g/mol) = 352.46
- spin multiplicity = 1

## 2
Computed, not measured: a molecular structure, C11H44O11, with ωB97M-V/def2-TZVPD.

Element x y z (Å)
C -3.963 -0.992 -0.994
O -4.190 0.270 -1.729
H -3.571 -0.552 -0.077
H -4.862 -1.590 -0.845
H -3.235 -1.579 -1.555
H -4.667 0.125 -2.550
C 2.767 -1.723 0.743
O 3.464 -0.979 1.685
H 3.083 -1.372 -0.239
H 3.007 -2.786 0.772
H 1.709 -1.468 0.798
H 3.157 -0.073 1.760
C -0.128 3.369 -0.998
O -0.532 2.141 -0.473
H 0.742 3.793 -0.496
H 0.156 3.343 -2.050
H -0.867 4.164 -0.909
H -1.426 1.868 -0.689
C 0.782 1.143 3.330
O 1.992 1.850 3.730
H -0.097 1.696 3.660
H 0.714 1.031 2.248
H 0.753 0.143 3.762
H 2.696 1.501 3.177
C -2.822 2.432 -1.321
O -2.341 1.180 -1.505
H -2.072 3.218 -1.420
H -3.523 2.553 -2.147
H -3.455 2.603 -0.450
H -3.127 0.633 -1.571
C -0.695 -0.412 -0.568
O -0.130 0.018 0.687
H -1.763 -0.626 -0.599
H -0.428 0.236 -1.403
H -0.155 -1.322 -0.827
H 0.811 0.191 0.612
C 3.400 2.151 1.518
O 2.718 0.931 1.673
H 4.022 2.053 0.629
H 2.651 2.888 1.227
H 4.042 2.469 2.341
H 2.030 0.913 1.004
C 2.278 1.358 -0.989
O 1.281 1.291 -0.021
H 3.242 0.956 -0.679
H 1.834 1.008 -1.921
H 2.433 2.376 -1.348
H 0.460 1.609 -0.404
C 1.134 -2.647 -2.206
O 1.986 -3.617 -2.783
H 1.232 -1.718 -2.767
H 0.066 -2.857 -2.147
H 1.651 -2.414 -1.275
H 2.838 -3.443 -2.377
C -1.277 -3.533 -1.044
O -2.427 -3.771 -0.239
H -0.275 -3.702 -0.649
H -1.332 -4.251 -1.862
H -1.288 -2.542 -1.499
H -2.993 -4.428 -0.650
C -1.508 -0.767 2.758
O -0.717 -1.648 1.868
H -2.123 -1.381 3.416
H -0.745 -0.239 3.329
H -2.147 -0.042 2.254
H -0.251 -1.031 1.297

- Kohn-Sham gap (eV) = 8.26
- lowest unoccupied orbital energy (eV) = -0.16
- HOMO energy (eV) = -8.415
- molecular weight (g/mol) = 352.46
- spin multiplicity = 1

Relative energy table, unit hartree: 1 0.0000; 2 0.4727

## 1
Computed, not measured: a molecular structure, C5H7N, with ωB97M-V/def2-TZVPD.

Element x y z (Å)
C -0.635 -0.807 -0.349
C -1.908 0.677 0.086
C -0.315 0.665 -0.210
C 0.542 -0.418 0.385
C 1.956 -0.584 -0.186
N -1.879 -0.805 0.035
H -2.247 1.137 1.064
H -2.550 1.080 -0.660
H 0.023 1.471 -0.905
H 0.411 -0.662 1.444
H 1.957 -0.517 -1.201
H 2.285 -1.526 0.088
H 2.360 0.290 0.408

- Kohn-Sham gap (eV) = 8.29
- lowest unoccupied orbital energy (eV) = 0.04
- HOMO energy (eV) = -8.253
- molecular weight (g/mol) = 81.12
- spin multiplicity = 1

## 2
Computed, not measured: C5H7N in the gas phase, with ωB97M-V/def2-TZVPD.

Element x y z (Å)
C -0.589 1.766 -0.117
C -0.966 -1.103 -0.506
C 0.473 -1.243 -0.032
C 1.201 0.085 -0.374
N 0.099 0.791 0.313
C -0.496 -0.496 0.810
H -1.590 1.892 0.283
H -0.201 2.423 -0.888
H -1.516 -2.024 -0.283
H 1.033 -2.129 0.248
H 2.153 0.244 0.143
H 1.247 0.373 -1.429
H -0.847 -0.580 1.833

- Kohn-Sham gap (eV) = 6.18
- lowest unoccupied orbital energy (eV) = -0.18
- HOMO energy (eV) = -6.362
- molecular weight (g/mol) = 81.12
- spin multiplicity = 1

## 3
Computed, not measured: C5H7N in the gas phase, with ωB97M-V/def2-TZVPD.

Element x y z (Å)
C 1.438 1.152 -0.205
N 0.222 0.412 0.012
C -0.269 -0.134 1.185
C -1.192 -1.091 0.859
C -1.254 -1.127 -0.556
C -0.389 -0.197 -1.039
H 2.339 0.536 -0.335
H 1.539 1.773 0.668
H 1.365 1.782 -1.099
H 0.044 0.185 2.168
H -1.770 -1.681 1.557
H -1.873 -1.743 -1.166
H -0.200 0.132 -2.048

- Kohn-Sham gap (eV) = 9.34
- lowest unoccupied orbital energy (eV) = 1.06
- HOMO energy (eV) = -8.280
- structure (SMILES) = Cn1cccc1
- molecular weight (g/mol) = 81.12
- spin multiplicity = 1

## 4
Computed, not measured: C5H7N in the gas phase, with ωB97M-V/def2-TZVPD.

Element x y z (Å)
C 1.008 2.418 -0.256
C 0.611 1.025 -0.299
C 0.581 -0.176 -0.200
C 0.095 -1.526 -0.108
C -1.081 -1.686 0.782
N -1.250 -1.715 -0.665
H 1.920 2.338 0.334
H 0.329 3.079 0.289
H 1.189 2.833 -1.254
H 0.791 -2.346 -0.253
H -1.392 -0.804 1.340
H -1.239 -2.637 1.279
H -1.563 -0.801 -0.989

- Kohn-Sham gap (eV) = 9.88
- lowest unoccupied orbital energy (eV) = 0.93
- HOMO energy (eV) = -8.956
- structure (SMILES) = CC#C[C@H]1CN1
- molecular weight (g/mol) = 81.12
- spin multiplicity = 1

Relative energy table, unit hartree: 1 0.1924; 2 0.2028; 3 0.0000; 4 0.0926